# C10H21ClNO6PS

A cluster of 2 separate species, C10H21ClNO6PS in total (ωB97M-V with the def2-TZVPD basis set, OMol25).

Calculated values
HOMO-LUMO gap, eV: 9.80

Each line ends with the Mulliken charge.
Element x y z (Å)
Cl (4.234, -3.453, 0.517)  -0.274
S (-4.298, 0.996, 3.084)  0.417
P (3.563, -2.580, -1.266)  0.251
O (2.557, 0.926, 2.148)  -0.469
O (2.324, -0.665, -2.673)  -0.289
O (3.550, 1.071, -2.009)  -0.502
O (4.915, -2.512, -2.154)  -0.427
O (0.071, -0.519, -3.106)  -0.381
O (-3.851, -0.009, 2.086)  -0.529
N (3.694, -0.873, -0.793)  0.098
C (2.900, -0.689, 0.454)  -1.348
C (2.710, 0.778, 0.834)  0.570
C (-3.626, 2.578, 2.565)  -0.929
C (3.193, -0.051, -1.853)  0.600
C (-1.824, -1.143, -1.734)  -0.348
C (-6.010, 1.383, 2.704)  -0.946
C (3.937, 1.480, 1.553)  -0.989
C (1.267, 0.159, -3.203)  -0.458
C (-0.386, -0.667, -1.768)  -0.140
C (-2.276, -1.207, -0.270)  -1.175
H (-1.824, -2.143, -2.162)  0.254
H (0.224, -1.425, -1.273)  0.079
H (5.114, -3.418, -2.433)  0.341
H (4.577, 0.596, 1.303)  0.253
H (2.174, 1.412, 0.127)  0.428
H (-6.604, 0.497, 2.917)  0.313
H (1.891, -1.107, 0.388)  0.385
H (-3.879, 2.757, 1.520)  0.297
H (1.439, 0.322, -4.260)  0.280
H (-2.545, 2.532, 2.682)  0.302
H (4.410, 1.600, 2.524)  0.422
H (-6.099, 1.643, 1.650)  0.299
H (-6.344, 2.207, 3.334)  0.374
H (1.221, 1.093, -2.646)  0.447
H (-0.325, 0.287, -1.234)  0.302
H (-4.028, 3.369, 3.199)  0.388
H (-1.802, -2.069, 0.194)  0.300
H (3.438, -1.110, 1.291)  0.784
H (-3.350, -1.233, -0.160)  0.394
H (-1.884, -0.334, 0.247)  0.282
H (-2.448, -0.479, -2.324)  0.348

***

# C10H21CuN3P

A structure of composition C10H21CuN3P (ωB97M-V with the def2-TZVPD basis set, OMol25).

Calculated values
Charge: -1
Spin multiplicity: 2
HOMO-LUMO gap (alpha / beta), eV: 2.48 / 6.80
⟨S²⟩: 0.75

Each line ends with the Mulliken charge.
Element x y z (Å)
Cu (0.581, 0.793, 0.316)  0.101
P (-0.453, 2.686, 0.347)  -0.279
N (0.931, -0.090, 1.943)  -0.093
N (-1.167, -0.221, 3.023)  1.789
N (0.863, -0.310, 4.206)  2.762
C (0.057, -0.083, -1.738)  -0.172
C (-1.945, 0.480, 4.022)  -2.406
C (0.237, -0.700, 5.450)  -2.159
C (0.202, -0.205, 3.028)  -1.013
C (-1.871, -0.645, 1.833)  -1.598
C (2.310, -0.268, 4.191)  -2.371
C (0.569, -2.260, -1.064)  -0.814
C (-0.761, -2.263, -1.562)  -0.504
C (1.106, -0.929, -1.163)  -0.352
C (-1.079, -0.942, -1.994)  -0.936
H (1.128, -3.136, -0.710)  0.337
H (-1.527, -1.644, 1.515)  0.360
H (2.642, 0.609, 3.631)  0.151
H (1.887, -0.425, 2.090)  -0.132
H (-2.287, -0.203, 4.816)  0.231
H (2.648, -0.203, 5.226)  0.668
H (-1.724, 0.045, 0.986)  0.437
H (-1.046, 3.200, -0.827)  0.071
H (0.294, 3.819, 0.744)  0.079
H (-2.842, 0.889, 3.540)  0.552
H (-1.381, 1.310, 4.469)  0.638
H (-2.006, -0.628, -2.470)  0.359
H (2.161, -0.656, -1.074)  0.501
H (-2.935, -0.707, 2.073)  0.325
H (2.733, -1.167, 3.719)  0.375
H (1.025, -1.125, 6.082)  0.666
H (-0.539, -1.466, 5.294)  0.187
H (0.199, 0.921, -2.162)  0.581
H (-1.444, -3.112, -1.567)  0.433
H (-0.196, 0.168, 5.974)  0.228
H (-1.550, 2.814, 1.232)  -0.001

***

# C10H21F6N6O8PS2

A cluster of 4 separate species, C10H21F6N6O8PS2 in total (ωB97M-V with the def2-TZVPD basis set, OMol25).

Calculated values
Charge: -2
HOMO-LUMO gap, eV: 6.45

Each line ends with the Mulliken charge.
Element x y z (Å)
S (-2.281, 0.200, -5.409)  1.038
S (-4.291, -0.546, -3.901)  1.133
P (1.961, 1.269, 1.385)  0.338
F (-6.478, -0.556, -2.420)  -0.233
F (-2.763, 0.559, -7.982)  -0.279
F (-2.553, 2.398, -6.871)  -0.253
F (-4.401, 1.284, -6.764)  -0.215
F (-4.983, 0.861, -1.771)  -0.226
F (-6.155, 1.272, -3.543)  -0.250
O (-2.688, -1.773, -0.336)  -0.605
O (-2.060, 0.095, 0.578)  -0.625
O (-2.202, -1.156, -5.845)  -0.614
O (-2.113, -1.714, 1.768)  -0.660
O (-5.054, -0.753, -5.119)  -0.677
O (-1.055, 0.930, -5.267)  -0.679
O (-3.884, -1.702, -3.177)  -0.561
O (1.133, 2.206, 0.625)  -0.948
N (2.370, -0.185, 0.698)  0.483
N (-2.290, -1.121, 0.648)  0.931
N (3.463, 1.894, 1.757)  0.295
N (-0.313, -4.287, 0.657)  -0.487
N (-3.158, 0.559, -4.087)  -0.472
N (1.256, 0.872, 2.832)  0.351
C (-0.334, -3.929, 1.746)  0.524
C (1.446, -1.316, 0.705)  -0.661
C (4.651, 1.140, 2.119)  -1.006
C (-5.543, 0.301, -2.838)  0.633
C (3.516, 3.295, 2.107)  -1.052
C (-0.204, 0.867, 2.957)  -1.045
C (-3.089, 1.168, -6.816)  0.653
C (2.033, 0.279, 3.889)  -1.201
C (-0.369, -3.510, 3.126)  -0.418
C (3.216, -0.154, -0.493)  -1.252
H (1.371, -0.251, 4.578)  0.483
H (-0.079, -2.465, 3.217)  -0.147
H (-0.673, -0.092, 2.720)  0.294
H (4.698, 0.229, 1.532)  0.297
H (-1.358, -3.605, 3.563)  0.292
H (2.610, 3.771, 1.732)  0.299
H (0.357, -4.072, 3.722)  0.291
H (3.845, 0.737, -0.488)  0.428
H (2.708, -0.507, 3.521)  0.374
H (2.005, -2.194, 0.365)  0.453
H (2.603, -0.125, -1.399)  0.343
H (4.691, 0.956, 3.199)  0.243
H (4.431, 3.744, 1.730)  0.333
H (-0.468, 1.113, 3.997)  0.456
H (1.074, -1.528, 1.702)  -0.372
H (3.875, -1.028, -0.506)  0.358
H (2.618, 1.021, 4.446)  0.239
H (5.529, 1.751, 1.877)  0.380
H (-0.623, 1.643, 2.325)  0.331
H (3.401, 3.390, 3.202)  0.291
H (0.604, -1.236, 0.009)  0.379

***

# C10H21FIN3O4

A cluster of 3 separate species, C10H21FIN3O4 in total (ωB97M-V with the def2-TZVPD basis set, OMol25).

Calculated values
HOMO-LUMO gap, eV: 9.93
SMILES string: C[C@@H](F)[C@](N)(I)OC=O.CNC(C)=O.CNC(C)=O

Each line ends with the Mulliken charge.
Element x y z (Å)
I (0.086, 1.977, 0.852)  0.258
F (1.382, 3.021, -3.055)  -0.362
O (0.030, 1.045, -2.086)  -0.346
O (0.961, -2.641, -1.784)  -0.595
O (0.566, 1.170, 4.918)  -0.627
O (-1.568, -0.384, -1.593)  -0.448
N (-1.455, 1.836, 4.220)  0.002
N (1.542, -4.618, -2.662)  -0.190
N (-1.062, 3.048, -1.675)  -0.609
C (-2.855, 2.193, 4.343)  -0.887
C (0.076, 2.233, -1.316)  0.146
C (1.515, -5.705, -3.623)  -0.842
C (2.633, 2.241, -1.255)  -1.175
C (-0.593, 1.434, 5.193)  0.915
C (1.364, 2.948, -1.691)  0.136
C (-0.135, -3.254, -3.822)  -1.173
C (0.824, -3.466, -2.676)  0.792
C (-0.480, -0.070, -1.458)  -0.103
C (-1.131, 1.333, 6.600)  -1.367
H (1.338, 3.959, -1.322)  0.403
H (0.812, -5.503, -4.424)  0.321
H (3.125, 2.750, -0.439)  0.318
H (-1.641, 3.261, -0.880)  0.299
H (-3.000, 3.222, 4.009)  0.277
H (2.510, -5.838, -4.051)  0.285
H (-1.487, 2.305, 6.944)  0.357
H (-0.332, 1.003, 7.257)  0.291
H (-3.456, 1.534, 3.714)  0.279
H (-0.891, -4.040, -3.837)  0.360
H (1.223, -6.628, -3.121)  0.283
H (2.161, -4.694, -1.870)  0.232
H (-1.027, 1.880, 3.307)  -0.099
H (2.403, 1.230, -0.937)  0.290
H (3.334, 2.184, -2.070)  0.380
H (-3.194, 2.106, 5.369)  0.347
H (-1.592, 2.556, -2.383)  0.288
H (-1.945, 0.608, 6.647)  0.356
H (-0.632, -2.297, -3.694)  0.181
H (0.192, -0.693, -0.879)  0.677
H (0.402, -3.245, -4.772)  0.354

***

# C10H21IIrNO2P2

A structure of composition C10H21IIrNO2P2 (ωB97M-V with the def2-TZVPD basis set, OMol25).

Calculated values
Charge: +2
Spin multiplicity: 5
HOMO-LUMO gap (alpha / beta), eV: 5.61 / 4.12
⟨S²⟩: 6.02

Each line ends with the Mulliken charge.
Element x y z (Å)
Ir (0.002, 0.183, 0.085)  0.657
I (-0.007, -0.609, -4.347)  0.526
P (-2.244, -0.063, -0.069)  0.494
P (2.243, -0.105, -0.072)  0.492
O (0.030, 3.202, 0.291)  -0.440
O (0.017, 1.887, -6.002)  -0.266
N (-0.010, -1.316, 2.879)  -0.486
C (0.006, 0.698, -6.161)  0.652
C (-2.818, -1.643, 0.642)  -1.155
C (-3.179, 1.249, 0.785)  -1.145
C (2.787, -1.697, 0.636)  -1.154
C (-0.001, -0.069, -7.466)  -0.975
C (0.019, 2.036, 0.223)  0.377
C (3.203, 1.188, 0.783)  -1.145
C (-2.708, -0.038, -1.824)  -0.954
C (-0.005, -0.738, 1.852)  0.033
C (2.705, -0.086, -1.827)  -0.954
H (2.944, 2.173, 0.373)  0.383
H (-3.912, -1.716, 0.571)  0.425
H (2.300, -2.507, 0.081)  0.366
H (2.468, -1.743, 1.686)  0.388
H (2.449, 0.898, -2.245)  0.356
H (2.122, -0.848, -2.363)  0.045
H (0.889, -0.706, -7.533)  0.375
H (-2.436, 0.940, -2.243)  0.356
H (-4.259, 1.089, 0.666)  0.438
H (-3.785, -0.210, -1.924)  0.429
H (-0.899, -0.695, -7.530)  0.376
H (3.779, -0.275, -1.929)  0.429
H (-2.138, -0.810, -2.359)  0.045
H (2.944, 1.169, 1.850)  0.361
H (-2.498, -1.694, 1.691)  0.388
H (4.279, 1.006, 0.665)  0.438
H (-2.348, -2.463, 0.088)  0.366
H (-2.901, 2.228, 0.374)  0.383
H (-2.922, 1.226, 1.851)  0.361
H (3.880, -1.791, 0.563)  0.425
H (0.003, 0.648, -8.305)  0.308

***

# C10H21INO5P

The molecule C10H21INO5P (ωB97M-V with the def2-TZVPD basis set, OMol25).

Calculated values
HOMO-LUMO gap, eV: 9.64
SMILES string: CCOP(=O)(CCNC(=O)OC[C@@H](C)I)OCC

Each line ends with the Mulliken charge.
Element x y z (Å)
I (3.225, 2.062, -3.501)  -0.001
P (-1.299, -0.642, 0.705)  0.911
O (2.760, -1.155, -0.319)  -0.283
O (-0.065, -0.279, 1.876)  -0.303
O (-0.738, -0.118, -0.712)  -0.634
O (-2.820, 0.169, 0.946)  -0.425
O (1.673, -2.029, -2.406)  -0.563
N (1.074, -3.060, -0.198)  -0.232
C (-3.400, 1.636, -1.155)  -0.821
C (1.824, -2.050, -1.052)  0.392
C (-0.105, 2.230, 2.466)  -0.541
C (2.574, 1.120, -1.590)  0.002
C (-0.390, -3.156, -0.543)  -0.472
C (-3.578, 0.209, -0.334)  -0.262
C (2.688, 2.209, -0.328)  -0.804
C (-0.515, 0.675, 2.899)  -0.410
C (3.469, -0.245, -1.229)  -0.649
C (-1.418, -2.554, 0.591)  -0.673
H (1.675, 2.754, -0.104)  0.202
H (-2.541, -2.886, 0.360)  0.357
H (1.445, 0.854, -1.757)  0.210
H (-2.261, 1.991, -1.193)  0.175
H (-1.630, 0.562, 3.234)  0.307
H (0.139, 0.455, 3.873)  0.289
H (1.494, -4.014, -0.255)  0.310
H (-1.114, -2.973, 1.658)  0.311
H (-0.641, -4.321, -0.621)  0.390
H (-0.824, 2.682, 1.645)  0.212
H (3.932, -0.753, -2.181)  0.355
H (4.401, 0.174, -0.612)  0.367
H (-3.710, 1.514, -2.300)  0.295
H (-0.101, 2.939, 3.412)  0.368
H (-0.703, -2.692, -1.569)  0.257
H (-4.047, 2.512, -0.721)  0.292
H (3.539, 2.987, -0.546)  0.345
H (-3.270, -0.709, -1.031)  0.217
H (1.012, 2.195, 2.085)  -0.027
H (-4.743, 0.090, -0.154)  0.308
H (2.991, 1.618, 0.662)  0.229

***

Number 1: E_tot -2099.40385 a.u.. Number 2: E_tot -2539.60942 a.u.. Number 3: E_tot -3060.99985 a.u.. Number 4: E_tot -1256.42136 a.u.. Number 5: E_tot -1682.86846 a.u.. Number 6: E_tot -1463.45920 a.u..